Entry 1:
Formula: C15H22MgN2OP
Source: OMol25
Level of theory: wB97M-V/def2-TZVPD

Element x y z (Å)
C 0.5145 3.8797 -2.9799
H 3.6147 -1.5211 -2.6752
C -0.2004 0.4817 -0.0520
H -3.0266 -3.4027 1.9312
O -0.5502 0.3966 2.8763
C -0.8705 -3.1257 1.9423
H 0.5811 -2.0875 5.7620
C 0.3934 5.1077 -2.2450
H 1.9127 6.7324 -1.7704
H -0.0041 -3.6329 2.4030
N -0.9806 -1.8252 2.6909
H 4.0792 -0.4139 -4.4148
H -0.6601 -2.9168 0.8798
N -0.3693 0.6512 -1.3981
H -0.4959 5.3727 -1.6749
H -2.8450 -1.5948 0.6447
C -2.1114 -3.9655 2.1267
H -2.0614 -4.7675 1.3937
C -1.4881 0.1458 -2.0021
C -2.3776 -0.6789 -1.2803
H -2.1704 -4.3914 3.1306
H 0.6533 0.9834 0.3991
H -3.2401 -1.1085 -1.7810
H 3.6019 5.1919 -3.2153
H 2.2101 2.9615 -4.1684
H 2.4240 -1.7383 -4.3898
H 1.2860 -2.4903 4.1867
C 2.5525 4.9694 -3.0404
H -1.6803 0.4297 -3.0584
H -1.1844 -2.9522 4.3865
H -0.2970 3.1654 -3.2557
P 2.9390 -0.6567 -3.5906
C -2.1655 -0.9425 0.0863
H 0.9550 -0.7913 4.5963
H -1.4466 -1.2424 4.6225
C 1.8562 3.7903 -3.4892
C -0.7944 -1.9684 4.1359
Mg 1.0196 0.9114 -2.9774
C -0.7948 -0.5674 2.1585
C 0.5981 -1.8156 4.6993
C 1.6538 5.8028 -2.2759
C -1.0305 -0.3758 0.6826

Calculated values
DFT total energy, eV: -35670.1541
Net charge: -1
Energy above the lowest of the compared OMol25 structures with the same formula, charge and spin, eV: 0.4035
Frontier orbital gap (spin up / spin down), Eh: 0.151 / 0.174


Entry 2:
Formula: C15H22N2O3
Source: OMol25
Level of theory: wB97M-V/def2-TZVPD

Element x y z (Å)
C 1.9391 0.5633 1.1601
H -0.5091 2.2407 -3.2138
H 0.8907 -1.9652 -0.9048
C -3.0317 0.5322 -3.3824
C -0.9849 -1.2252 3.2633
H 0.7312 1.0174 5.7886
N -0.6919 0.1742 -2.7769
H 1.8817 0.6066 3.5724
H -1.6345 -0.8083 -4.4815
N 3.2250 0.3361 1.0035
H 1.5567 -0.4066 -1.0415
H -3.1172 1.6164 -3.2956
H 3.5168 -0.6249 1.0024
H -1.4794 0.9592 -4.5757
C -0.1490 -0.6065 0.3538
H -0.9335 -1.3014 0.5169
C -1.6675 -0.9384 4.4528
C 1.4024 1.3124 -3.3265
H 1.4683 0.5650 -4.1886
C 0.2339 -0.5893 2.9076
O -1.0162 -1.9389 -2.3576
C -1.0153 -0.0597 5.3673
H -1.4758 0.1234 6.3319
O 1.6679 1.7109 0.7379
H 1.8621 2.2510 -3.6192
H 2.0417 0.9977 -2.5868
H -2.5692 -1.4850 4.6772
C -1.6737 0.2062 -3.8863
H -1.4480 -1.8562 2.5418
H -3.7702 0.2902 -4.1855
O 1.5622 -1.9508 1.3674
C 0.2980 0.4082 5.0824
C 0.0368 1.4170 -2.7204
H -0.7003 0.3710 0.3657
C 0.8761 0.2124 3.7841
H 0.1051 1.8066 -1.7197
H 0.8345 -2.5825 1.2615
C 0.5579 -0.9155 -0.9335
C -0.3643 -0.9769 -2.1251
H -3.2231 0.1195 -2.4030
C 0.9013 -0.6366 1.4445
H 3.8654 1.0303 0.7415

Calculated values
SMILES string: CCN(CC)C(=O)CC[C@@](O)(C(N)=O)c1ccccc1
DFT total energy, eV: -25033.3000
Net charge: 0
Energy above the lowest of the compared OMol25 structures with the same formula, charge and spin, eV: 3.3149
Frontier orbital gap, Eh: 0.360


Entry 3:
Formula: C15H22N2O4S
Source: OMol25
Level of theory: wB97M-V/def2-TZVPD

Element x y z (Å)
C 4.9781 -1.1422 -0.6397
H -2.6213 -4.0572 -1.0031
H 2.8040 1.7842 -1.0112
H -4.6937 -3.3934 0.9452
C -0.1221 0.6170 0.4330
H 0.7878 0.6398 -1.4183
H 0.0907 -0.3725 0.6372
H -4.6168 3.4670 -1.7060
C -4.1315 3.6960 -0.7662
H 4.6831 -1.0580 -2.7957
C -3.6871 -3.3237 0.5962
C -3.5374 -4.0907 -0.5998
C -2.5930 -1.4419 0.4664
H 4.3858 -2.1584 -0.5680
C 0.6609 1.3000 -0.6831
N 2.3688 1.0588 1.0190
C -2.6360 0.0983 0.0326
H -0.3880 1.3288 2.5396
N -1.9929 2.2247 -0.1768
O -1.6109 -2.0946 0.8060
H 6.1096 -1.9032 -2.0738
H 2.1073 1.8464 2.9982
S -4.2161 0.7923 -0.0565
H 0.0940 2.4661 1.5960
H -3.0517 -3.6278 1.3360
C 3.3469 0.0466 0.8093
H -4.6951 3.6671 0.0278
C 1.7061 1.1147 2.0806
C -3.3622 2.5474 -0.3295
H -3.2903 4.4956 -0.7491
C 0.2140 1.3251 1.6807
H 1.7382 0.1125 2.3925
H 5.6972 -0.9177 0.0657
H -4.4239 -3.7032 -1.2190
C 5.4573 -1.2723 -2.0430
H 0.2931 2.3197 -1.2664
H 5.9443 -0.1579 -2.1381
H -3.8165 -5.1957 -0.4687
C 2.0258 1.7909 -0.3306
O -3.7343 -2.0843 0.2283
O 3.5569 -0.7793 1.8277
H 1.9090 2.9549 0.2191
O 3.9231 0.0392 -0.7150
C -1.6613 1.0409 0.0204

Calculated values
SMILES string: CCOC(=O)c1sc(C)nc1C1CCN(C(=O)OCC)CC1
DFT total energy, eV: -37906.8080
Net charge: 0
Energy above the lowest of the compared OMol25 structures with the same formula, charge and spin, eV: 12.2264
Frontier orbital gap, Eh: 0.311


Entry 4:
Formula: C15H22N2O5
Source: OMol25
Level of theory: wB97M-V/def2-TZVPD

Element x y z (Å)
H -0.6275 -1.5778 -0.8464
N 0.0749 0.3535 -1.1903
C 0.3251 -0.8013 -0.6785
H 3.5564 0.2735 2.9852
H 3.6595 -1.9097 2.2203
C -2.9977 1.4035 -0.4442
C 2.6948 0.5093 2.3572
H 0.2846 1.1089 1.0400
H 1.1087 -1.9278 -2.5911
H 4.4640 0.7291 0.9141
H 0.5405 -0.9530 0.3580
C -4.6463 -0.2169 0.1800
H 3.6308 -1.0647 -0.1044
H 2.0771 -2.5743 1.8783
O 2.8572 1.2274 -0.0856
C 1.4243 -1.4735 -1.6399
H -2.7081 -1.5115 -2.0687
C -3.0759 -0.8539 -1.3370
O -6.3310 -1.6157 0.8332
C 3.4876 1.1466 0.9514
O 2.1767 -2.3429 -0.8709
H -2.5899 2.5563 -0.1725
H -4.5281 1.7161 1.0656
H 3.6631 2.2662 1.5321
H 2.1733 -0.4319 -1.7647
C -4.1346 -1.2798 -0.8378
C 0.4342 1.6277 -0.0671
N -5.7377 -0.5314 0.9355
O 2.0728 -0.8911 1.8257
O -6.1770 0.3975 1.6801
H 2.0976 3.0862 0.2056
H -1.2210 1.9010 -1.9882
C 1.8650 1.9360 -0.3147
H 3.9524 -2.7589 -0.0081
H -4.6919 -2.1999 -0.7893
C 2.8598 -1.6908 1.4717
C -4.1688 1.0884 0.2922
H 1.9826 1.3011 2.3262
C 3.2433 -2.0540 0.0905
H 1.8425 2.3520 -1.3359
H -0.2767 2.3760 -0.3027
H -0.9293 0.0794 -2.6440
C -1.2094 0.8785 -2.0144
C -2.4979 0.3469 -1.0467

Calculated values
SMILES string: O=[N+]([O-])c1ccc(CN2CCOCCOCCOCC2)cc1
DFT total energy, eV: -29110.3468
Net charge: 0
Energy above the lowest of the compared OMol25 structures with the same formula, charge and spin, eV: 20.7512
Frontier orbital gap, Eh: 0.252


Entry 5:
Formula: C15H22N5O8
Source: OMol25
Level of theory: wB97M-V/def2-TZVPD

Element x y z (Å)
C 1.7910 2.2491 -1.1102
O -2.6423 -0.9097 0.7089
H -3.0462 -0.7052 3.4194
N -2.5351 -1.8705 5.7648
H -0.8894 1.9071 -2.0906
H -3.0562 1.1135 1.5042
H 1.7559 -1.9207 3.9175
H 2.2101 3.5252 -2.8984
H 2.5699 -0.3217 -0.5541
O -0.3399 -0.2953 -1.3267
C 0.2869 -0.8929 2.6416
O -3.7538 -1.8580 5.5298
C 2.5052 -0.8802 1.5657
H 0.0631 2.1052 -5.4449
H -0.7532 -0.1268 0.5370
C 0.8246 2.4871 -4.7169
C -1.0832 -0.6484 2.4866
C -2.0044 -0.9738 3.5226
O 0.4702 -0.7638 -3.2955
C -1.6106 -1.6175 4.6968
C -0.2597 -1.9470 4.7932
H 1.6447 3.1178 -5.0563
O 0.3915 2.6132 0.7536
H 3.0506 -0.6246 2.4834
H -1.2205 1.3017 -3.6951
H 2.5130 -1.9876 1.4117
C 0.7134 -1.5654 3.8015
H 1.3650 1.2633 -0.9961
H -2.3485 -1.7792 0.3728
H 3.6287 3.2273 -0.5829
H 3.8151 1.7150 -1.5042
C 3.4653 1.3332 0.5797
C 0.6874 2.1898 -3.3766
O 1.1152 4.5143 -0.3568
H 4.1526 -0.6880 0.2663
H 4.4752 1.4399 0.9634
N -0.1188 -0.0170 -2.4988
H 1.0342 0.6456 1.6662
C 3.2142 -0.1746 0.3731
C 3.2594 2.1924 -0.7106
N 1.7025 2.6923 -2.5324
O -2.1074 1.1558 1.3266
H 2.8414 1.7443 1.3963
C -0.4667 1.3476 -2.9168
C 1.0312 3.1582 -0.1552
N -1.5747 -0.1265 1.1970
N 1.1286 -0.3794 1.6913
H 0.1264 -2.3476 5.7132
H 0.5344 4.8958 0.2906
O -2.0976 -2.0544 6.9032

Calculated values
SMILES string: C=C(C[N+](=O)[O-])N[C@@H](CCCCNc1ccc([N+](=O)[O-])cc1[NH+](O)O)C(=O)O
DFT total energy, eV: -39726.2727
Net charge: +1
Frontier orbital gap, Eh: 0.274


Entry 6:
Formula: C15H22NO10PS
Source: OMol25
Level of theory: wB97M-V/def2-TZVPD

Element x y z (Å)
H -0.1544 4.2420 3.9462
H -4.9150 -1.2774 -1.9815
C -0.4817 3.2994 1.6705
H -1.5940 3.7214 1.6183
H 4.5749 -0.4657 1.2187
C 0.3660 3.6411 3.0684
C -1.2355 0.7031 -1.1670
O -0.7600 0.4297 -2.5641
C 1.9411 3.1034 3.2102
C 6.3755 0.5600 0.7054
C -5.6250 -2.8477 -0.7132
O 0.0380 -1.9715 -3.8031
H 7.4704 0.3974 -1.1258
O -5.2513 -3.2173 0.3988
C 2.6658 2.2774 1.9889
S 0.3257 -0.8853 -2.7144
H 5.1741 -0.8074 -0.4196
O 1.7405 -0.2280 -2.6765
C 7.6722 0.5113 -0.0578
O -0.5045 -2.1492 2.1202
H -0.7347 -1.8402 3.0474
H -7.1874 -3.5753 -1.9814
O -0.2199 -1.6710 -1.2636
H -4.6563 -2.9348 -2.6192
O -2.7145 0.5553 -1.3740
H 8.2855 -0.3176 0.3043
H -1.6312 2.9608 -0.8587
H 8.2200 1.4468 0.0977
H 3.7787 1.8587 2.0221
C 0.2069 2.4692 0.4041
O 6.0649 1.5441 1.3744
O -2.2321 -2.9118 0.0625
C -0.5827 -0.5480 -0.3363
N -3.3931 1.0654 -0.3314
H -2.3701 -3.6855 0.7051
C -7.0741 -2.9196 -1.1145
C -0.6928 2.2316 -0.9436
H 2.2569 1.4147 -0.3174
H -0.0846 2.6309 -1.8894
C 5.4737 -0.6422 0.6184
H 2.6025 3.3042 4.1815
O -4.2652 1.8454 -0.6834
C 1.7791 1.9892 0.6129
P -1.6622 -1.4978 0.9510
H 0.4207 -0.4192 0.2506
C -4.6508 -2.3063 -1.7251
H -3.6425 -2.3133 -1.2979
H -7.4462 -1.9178 -1.3437
H -7.6602 -3.3300 -0.2855
H 5.9891 -1.5224 1.0105

Calculated values
SMILES string: O=NO[C@]1(Cc2ccccc2)OS(=O)(=O)O[C@@H]1P(O)O.CC(C)=O.CC(C)=O
DFT total energy, eV: -57985.4547
Net charge: 0
Energy above the lowest of the compared OMol25 structures with the same formula, charge and spin, eV: 12.7654
Frontier orbital gap, Eh: 0.290